1.
The following is a quantum chemistry calculation of an isolated molecule of C5H12NO2P, from OMol25.

```
21
Properties=species:S:1:pos:R:3:forces:R:3
C 1.363849 -1.067795 -0.217654 -1.6691 -0.4521 -2.0544
C 1.480909 0.346686 -0.198838 0.7522 2.0531 -0.0073
C 2.841815 0.838742 0.191344 -1.5349 -0.4579 0.7884
C 0.567786 1.192415 -0.598594 -1.3630 -0.4665 0.0058
O -0.743490 0.799735 -0.994613 0.3931 -0.4945 1.2454
P -1.689134 0.177311 0.204430 -0.9215 -0.5667 -2.4538
C -2.336324 -1.464533 -0.476455 -1.7053 4.5571 1.1167
N -0.962889 0.448129 1.530585 -0.5187 0.1487 -0.9922
O -3.099313 0.985693 -0.152500 1.9443 0.0861 1.5525
H 0.382107 -1.444306 -0.081669 -0.7185 -0.4299 0.5852
H 2.085052 -1.521060 0.341800 1.6035 -1.5045 1.6753
H 1.561122 -1.244829 -1.248755 0.4680 -1.0496 -1.1101
H 2.705724 1.535530 0.979358 0.1487 0.1618 1.5955
H 3.251775 1.482081 -0.503384 1.2683 0.7211 -2.0751
H 3.423128 -0.030503 0.434270 0.8044 0.2036 0.2572
H 0.655981 2.225870 -0.412987 0.1012 1.1544 -0.3181
H -3.015929 -1.727842 0.284674 -0.7346 -0.8534 1.0659
H -1.568657 -2.090692 -0.566962 2.7327 -2.8495 -0.7664
H -2.965888 -1.237415 -1.330768 0.5141 -0.0737 -0.3993
H -1.112115 0.046938 2.420585 -0.3873 -0.4318 0.6444
H -2.825519 1.749848 0.396143 -1.1775 0.5442 -0.3557
```
Positions in Å, forces in eV/Å.

* energy: -20252.813 eV
* gap between HOMO and LUMO: 9.40 eV
* SMILES: CC(C)=CO[P@@](C)(=N)O

The Mulliken scheme yields these atomic charges, measured in e: -1.34, 1.27, -1.56, -0.61, -0.30, 0.67, -1.06, -0.58, -0.51, 0.03, 0.53, 0.33, 0.35, 0.39, 0.38, 0.38, 0.33, 0.46, 0.30, 0.20, 0.35

***

2.
The following is a quantum chemistry calculation of a 2-piece molecular cluster, C5H12NOS overall, from OMol25.

```
20
Properties=species:S:1:pos:R:3:forces:R:3
C -0.887146 1.165518 1.215968 0.2053 -0.0232 -0.0616
C -0.213927 0.333262 0.106213 0.0676 -1.8353 1.0230
C 1.264317 0.045375 0.467089 0.3150 -0.6192 1.0410
C 2.234328 -0.625704 -0.568720 -5.2333 -1.6678 -1.3052
S 3.912646 -0.333270 -0.426242 0.1028 3.9018 -1.8985
N -0.929701 -1.027131 0.082010 -0.3570 1.3048 -2.5342
C -2.495452 -0.672696 -0.436458 1.2361 0.0799 -1.1404
O -2.466173 0.286181 -1.350465 -0.4865 -0.2866 0.6741
H -1.894058 1.425045 0.885084 0.1257 0.1294 -0.1026
H -0.340750 2.093487 1.502200 -0.2125 -0.5766 -0.2684
H -1.016374 0.526117 2.105150 0.2558 0.2026 -0.1709
H -0.314103 0.788351 -0.872889 -0.1151 0.3988 -0.1190
H 1.214018 -0.627053 1.354255 0.1307 0.3948 -0.3850
H 1.727379 0.965035 0.840281 0.1541 0.1205 -0.2481
H 2.053219 -1.721306 -0.635684 0.1107 0.3203 0.7628
H 1.791528 -0.351130 -1.573289 0.8587 -0.2492 0.8416
H 2.890268 1.278629 -1.387027 2.8206 -1.6530 1.6389
H -0.591637 -1.367000 -0.892565 -0.7020 0.2391 1.9897
H -3.174190 -0.520536 0.453977 0.7895 0.0842 -0.0335
H -2.764189 -1.661168 -0.868886 -0.0660 -0.2650 0.2964
```
Positions in Å, forces in eV/Å.

* energy: -19747.985 eV
* total charge: -1
* gap between HOMO and LUMO: 3.86 eV

The Mulliken scheme yields these atomic charges, measured in e: -1.66, 0.62, -0.46, -1.26, -0.15, -0.74, -0.46, -0.82, 0.37, 0.39, 0.37, 0.44, 0.22, 0.34, 0.42, 0.37, 0.15, 0.28, 0.23, 0.35

***

3.
The following is a quantum chemistry calculation of an isolated ion of composition C5H12NS and charge +1, from OMol25.

```
19
Properties=species:S:1:pos:R:3:forces:R:3
C -0.594465 1.885315 0.831576 -1.8124 -0.0155 -4.0282
N -0.057543 0.768964 0.518342 1.0157 0.8442 4.8458
S 0.898402 -0.389462 2.043973 -1.3603 1.9809 -1.5169
C 0.868817 0.838739 3.338929 -0.0579 -3.2633 2.5672
C 0.074646 0.136749 -0.722161 1.8708 -1.5490 -3.5751
C -0.731640 0.820308 -1.839794 2.1643 -1.0463 -1.7653
C -0.423064 -1.312075 -0.598112 3.3382 -1.7690 0.6267
H -0.708882 2.360787 1.760122 0.4982 -0.1601 1.6108
H -1.216169 2.490959 0.011341 1.7152 -1.5049 1.4542
H 0.019893 0.908091 4.006047 -1.1217 -0.1928 -0.6717
H 1.113662 1.768197 3.008580 1.4062 2.5309 -0.7803
H 1.547976 0.408665 4.161739 0.0425 0.6927 -1.5868
H 1.225944 0.064778 -0.978877 -2.1865 0.6616 0.5343
H -1.755536 0.629037 -1.732151 -1.6608 0.1210 0.4990
H -0.483571 1.855455 -1.971429 -0.1042 0.6148 0.0412
H -0.500148 0.332626 -2.855877 0.0360 0.5561 1.6409
H -1.044009 -1.269612 0.242636 -1.6980 -0.6600 0.8558
H 0.455544 -2.080749 -0.260592 -1.9382 1.9108 -0.9307
H -0.856492 -1.723021 -1.506833 -0.1470 0.2477 0.1789
```
Positions in Å, forces in eV/Å.

* energy: -17695.164 eV
* total charge: +1
* gap between HOMO and LUMO: 8.58 eV
* SMILES: C=[N+](SC)C(C)C

The Mulliken scheme yields these atomic charges, measured in e: -0.18, -0.13, 0.22, -0.94, 0.89, -1.85, -1.35, 0.34, 0.22, 0.38, 0.37, 0.34, 0.18, 0.52, 0.53, 0.38, 0.45, 0.26, 0.38